Record 1
{"formula": "C17H48AlN11O22PS", "method": "ωB97M-V/def2-TZVPD", "elements": ["C", "C", "O", "O", "C", "C", "C", "Al", "C", "C", "N", "P", "S", "H", "H", "H", "H", "H", "H", "H", "H", "H", "H", "H", "H", "H", "H", "H", "H", "H", "H", "C", "N", "O", "O", "H", "H", "H", "C", "N", "O", "O", "H", "H", "H", "C", "N", "O", "O", "H", "H", "H", "C", "N", "O", "O", "H", "H", "H", "C", "N", "O", "O", "H", "H", "H", "C", "N", "O", "O", "H", "H", "H", "C", "N", "O", "O", "H", "H", "H", "C", "N", "O", "O", "H", "H", "H", "C", "N", "O", "O", "H", "H", "H", "C", "N", "O", "O", "H", "H", "H"], "coordinates": [[-0.543, 2.703, 4.467], [-0.852, 1.671, 5.512], [-1.895, 1.714, 6.170], [0.106, 0.737, 5.723], [-0.089, -0.459, 4.934], [0.544, -1.648, 5.604], [2.022, -1.419, 5.941], [3.360, -2.135, 4.628], [3.141, -4.085, 4.144], [4.299, -4.587, 3.292], [4.139, -6.031, 2.964], [3.463, -0.761, 2.653], [3.126, 1.150, 3.128], [-0.302, 3.644, 4.954], [0.286, 2.422, 3.827], [-1.417, 2.885, 3.851], [0.322, -0.318, 3.934], [-1.164, -0.630, 4.843], [0.381, -2.496, 4.942], [-0.017, -1.855, 6.518], [2.221, -0.366, 6.119], [2.241, -1.917, 6.886], [4.836, -1.985, 5.297], [3.157, -4.683, 5.057], [2.233, -4.314, 3.588], [5.221, -4.443, 3.856], [4.361, -4.048, 2.351], [4.741, -6.289, 2.193], [4.424, -6.571, 3.769], [4.732, -0.892, 2.070], [2.514, -1.249, 1.727], [-2.561, -2.959, 2.171], [-1.090, -2.883, 2.390], [-0.615, -3.556, 3.276], [-0.471, -2.133, 1.668], [-2.971, -3.661, 2.887], [-2.962, -1.963, 2.315], [-2.715, -3.292, 1.152], [-1.002, 4.344, 8.051], [-0.146, 5.440, 7.514], [0.127, 5.424, 6.333], [0.225, 6.284, 8.300], [-1.265, 3.670, 7.245], [-0.429, 3.836, 8.819], [-1.886, 4.810, 8.476], [-6.298, -2.635, -0.094], [-4.982, -2.162, -0.603], [-4.277, -1.522, 0.147], [-4.700, -2.452, -1.743], [-6.408, -2.303, 0.931], [-7.064, -2.209, -0.734], [-6.300, -3.719, -0.163], [-1.913, -2.737, -3.736], [-2.102, -4.171, -4.080], [-2.143, -4.980, -3.181], [-2.213, -4.438, -5.260], [-1.830, -2.645, -2.660], [-1.007, -2.402, -4.231], [-2.778, -2.194, -4.116], [-2.253, -0.003, -6.880], [-3.593, -0.127, -6.252], [-4.570, 0.203, -6.896], [-3.633, -0.548, -5.115], [-2.379, 0.385, -7.879], [-1.671, 0.669, -6.270], [-1.811, -0.997, -6.896], [-3.435, 4.294, -6.359], [-2.149, 3.941, -7.018], [-2.056, 2.843, -7.521], [-1.273, 4.776, -6.997], [-4.110, 3.451, -6.455], [-3.215, 4.508, -5.318], [-3.824, 5.175, -6.859], [6.264, -0.867, -1.521], [5.580, -1.649, -0.456], [4.387, -1.824, -0.564], [6.277, -2.053, 0.447], [5.525, -0.571, -2.255], [6.717, -0.002, -1.046], [7.023, -1.508, -1.957], [4.118, 4.425, 5.084], [5.558, 4.769, 5.232], [6.152, 4.346, 6.198], [6.046, 5.469, 4.369], [3.824, 3.804, 5.921], [3.568, 5.361, 5.069], [4.000, 3.888, 4.146], [2.206, 2.675, -5.712], [0.834, 2.118, -5.587], [0.486, 1.266, -6.376], [0.137, 2.564, -4.704], [2.698, 2.186, -6.543], [2.103, 3.742, -5.884], [2.718, 2.483, -4.775], [-5.469, 0.529, -10.095], [-4.105, 0.721, -10.663], [-4.015, 1.160, -11.788], [-3.173, 0.420, -9.953], [-6.192, 0.833, -10.842], [-5.573, -0.523, -9.848], [-5.538, 1.136, -9.199]], "e_homo_ev": -4.24, "orbital_gap_ev": 5.4, "total_charge": -1}

Record 2
{"formula": "C3H5Cl2F", "method": "ωB97M-V/def2-TZVPD", "elements": ["C", "C", "F", "Cl", "C", "Cl", "H", "H", "H", "H", "H"], "coordinates": [[-0.365, 1.231, -0.488], [-0.461, -0.045, 0.299], [-0.307, 0.365, 1.631], [-2.023, -0.848, 0.105], [0.623, -1.174, 0.119], [2.324, -0.446, 0.175], [-0.681, 1.139, -1.570], [0.660, 1.459, -0.438], [-0.975, 1.973, 0.023], [0.587, -1.841, -0.796], [0.619, -1.814, 0.940]], "e_homo_ev": -11.05, "orbital_gap_ev": 11.9, "total_charge": 0}

Record 3
{"formula": "C10H21BN2O4", "method": "ωB97M-V/def2-TZVPD", "elements": ["C", "C", "C", "C", "C", "N", "C", "O", "N", "C", "C", "O", "C", "C", "B", "O", "O", "H", "H", "H", "H", "H", "H", "H", "H", "H", "H", "H", "H", "H", "H", "H", "H", "H", "H", "H", "H", "H"], "coordinates": [[1.026, 3.040, -1.852], [1.081, 1.569, -1.677], [0.536, 0.841, -2.981], [2.562, 1.105, -1.451], [0.315, 1.085, -0.396], [0.688, 1.893, 0.770], [0.575, -0.414, -0.128], [1.505, -0.988, -0.761], [-0.195, -1.129, 0.812], [-0.239, -2.638, 0.662], [-1.822, -2.951, 0.551], [-2.098, -2.867, -0.867], [-2.457, -1.842, 1.446], [-1.494, -0.699, 1.405], [-0.922, -0.219, 2.788], [-0.076, -0.998, 3.687], [-1.115, 1.217, 3.005], [1.542, 3.520, -1.017], [-0.015, 3.358, -1.837], [1.412, 3.483, -2.796], [-0.370, 1.299, -3.277], [0.347, -0.293, -2.784], [1.245, 0.940, -3.820], [2.788, 0.217, -2.142], [2.832, 0.639, -0.456], [3.206, 2.000, -1.652], [-0.773, 1.200, -0.554], [0.078, 1.842, 1.612], [1.658, 1.743, 1.009], [0.334, -3.130, 1.494], [0.228, -2.838, -0.340], [-2.070, -3.987, 0.857], [-2.003, -1.956, -1.127], [-3.420, -1.497, 1.111], [-2.509, -2.226, 2.450], [-1.758, 0.174, 0.847], [-0.086, -1.946, 3.652], [-0.535, 1.455, 3.755]], "e_homo_ev": -8.71, "orbital_gap_ev": 8.9, "total_charge": 0}

Record 4
{"formula": "C5H10O2", "method": "ωB97M-V/def2-TZVPD", "elements": ["C", "C", "C", "C", "C", "O", "H", "H", "H", "H", "H", "H", "H", "H", "O", "H", "H"], "coordinates": [[1.819, 0.377, -1.787], [1.478, 0.092, -0.537], [0.197, 0.595, 0.026], [-0.309, 0.174, 1.189], [-1.527, 0.750, 1.828], [0.167, -0.906, 1.872], [2.841, 0.247, -2.152], [1.145, 0.767, -2.532], [2.198, -0.405, 0.121], [-0.170, 1.426, -0.570], [-2.487, 0.362, 1.452], [-1.581, 1.831, 1.725], [-1.558, 0.480, 2.891], [1.071, -1.123, 1.583], [-0.811, -1.777, -1.863], [-1.232, -1.000, -2.243], [-1.242, -1.891, -1.002]], "e_homo_ev": -8.22, "orbital_gap_ev": 9.0, "total_charge": 0}

Record 5
{"formula": "C16H51NO13", "method": "ωB97M-V/def2-TZVPD", "elements": ["C", "O", "H", "H", "H", "H", "C", "O", "H", "H", "H", "H", "C", "O", "H", "H", "H", "H", "C", "O", "H", "H", "H", "H", "C", "C", "C", "O", "C", "N", "H", "H", "H", "H", "H", "H", "H", "H", "H", "H", "H", "C", "C", "O", "O", "H", "H", "H", "H", "H", "H", "C", "C", "O", "O", "H", "H", "H", "H", "H", "H", "C", "C", "O", "O", "H", "H", "H", "H", "H", "H", "C", "C", "O", "O", "H", "H", "H", "H", "H", "H"], "coordinates": [[1.010, -4.786, -0.693], [0.679, -5.907, -1.578], [1.726, -4.159, -1.223], [0.046, -4.286, -0.602], [1.458, -5.079, 0.257], [0.134, -6.515, -1.073], [-2.182, 1.246, 2.908], [-3.571, 0.875, 3.175], [-1.918, 1.105, 1.860], [-1.908, 2.202, 3.353], [-1.528, 0.487, 3.337], [-3.670, 0.618, 4.094], [3.444, -2.400, 1.143], [2.103, -2.650, 1.687], [4.252, -2.180, 1.841], [3.796, -3.240, 0.545], [3.396, -1.555, 0.456], [2.204, -3.327, 2.361], [-1.312, -3.430, -3.387], [-2.020, -2.290, -3.777], [-1.972, -3.969, -2.708], [-1.074, -4.113, -4.202], [-0.379, -3.227, -2.863], [-2.932, -2.399, -3.498], [1.871, 1.137, 2.616], [1.533, 2.162, 3.666], [1.752, 1.703, 5.109], [1.267, 2.636, 5.975], [1.672, 2.467, 7.271], [2.309, 3.381, 3.467], [1.140, 0.357, 2.832], [2.890, 0.782, 2.765], [1.687, 1.455, 1.590], [0.460, 2.339, 3.604], [2.826, 1.528, 5.166], [1.379, 0.708, 5.351], [2.709, 2.748, 7.456], [1.431, 1.534, 7.781], [1.182, 3.205, 7.905], [2.072, 3.900, 4.300], [3.297, 3.220, 3.605], [2.222, 1.890, -1.920], [3.059, 1.182, -2.912], [4.371, 0.766, -2.415], [2.637, 3.232, -1.718], [2.295, 1.308, -1.002], [1.163, 1.908, -2.176], [3.172, 1.921, -3.705], [2.542, 0.326, -3.346], [5.032, 0.558, -3.079], [2.691, 3.485, -0.794], [-0.139, -0.766, -0.564], [-1.450, -0.137, -0.980], [-2.418, -1.169, -1.033], [-0.216, -1.454, 0.687], [0.647, -0.011, -0.564], [0.215, -1.390, -1.385], [-1.381, 0.401, -1.926], [-1.885, 0.496, -0.206], [-2.314, -1.741, -0.270], [0.621, -1.916, 0.780], [0.973, 1.487, -5.923], [-0.002, 1.160, -4.672], [0.044, -0.152, -4.152], [0.832, 2.799, -6.340], [0.847, 0.907, -6.837], [2.003, 1.353, -5.590], [-0.994, 1.316, -5.095], [0.001, 1.892, -3.865], [-0.377, -0.834, -4.681], [1.420, 2.804, -7.098], [-6.158, 0.950, 0.040], [-5.745, -0.463, -0.363], [-5.460, -1.223, 0.726], [-5.060, 1.682, 0.423], [-6.877, 0.912, 0.859], [-6.721, 1.427, -0.762], [-5.000, -0.424, -1.158], [-6.534, -0.939, -0.945], [-4.526, -1.052, 0.867], [-4.789, 1.226, 1.223]], "e_homo_ev": [-11.00, -11.00], "orbital_gap_ev": [7.8, 1.7], "s_squared": 0.755, "total_charge": 1, "multiplicity": 2}

Record 6
{"formula": "C5H6N", "method": "ωB97M-V/def2-TZVPD", "elements": ["C", "C", "C", "C", "C", "N", "H", "H", "H", "H", "H", "H"], "coordinates": [[-1.431, -0.518, -0.095], [-0.926, -1.657, 0.238], [-1.583, 0.883, -0.338], [-0.399, 1.228, 0.258], [0.213, -0.137, 0.532], [1.429, -0.586, -0.317], [-2.568, 1.249, -0.612], [-0.094, 2.213, 0.343], [0.310, -0.371, 1.628], [1.356, -0.128, -1.263], [1.237, -1.617, -0.387], [2.458, -0.559, 0.014]], "e_homo_ev": -14.12, "orbital_gap_ev": 9.6, "total_charge": 1}

Record 7
{"formula": "C7H14O", "method": "ωB97M-V/def2-TZVPD", "elements": ["C", "C", "C", "C", "C", "C", "C", "H", "H", "H", "H", "H", "H", "H", "H", "H", "H", "H", "H", "O", "H", "H"], "coordinates": [[-2.065, 1.811, 0.730], [-1.085, 1.065, 1.209], [0.251, 0.833, 0.586], [0.600, 1.254, -0.617], [1.949, 0.992, -1.254], [2.151, -0.364, -1.883], [1.986, -1.590, -0.985], [-2.044, 2.291, -0.244], [-3.030, 1.908, 1.222], [-1.260, 0.426, 2.057], [0.844, 0.191, 1.220], [-0.049, 1.902, -1.196], [2.162, 1.810, -1.957], [2.719, 1.271, -0.514], [1.391, -0.452, -2.670], [3.079, -0.420, -2.445], [2.521, -1.467, -0.047], [2.315, -2.449, -1.575], [0.926, -1.817, -0.890], [-4.794, -2.609, 3.167], [-4.158, -2.724, 2.447], [-4.408, -1.861, 3.642]], "e_homo_ev": -8.81, "orbital_gap_ev": 9.4, "total_charge": 0}

Record 8
{"formula": "C25H28As2FeNO2PSe", "method": "ωB97M-V/def2-TZVPD", "elements": ["Fe", "C", "As", "C", "C", "C", "C", "C", "C", "C", "As", "C", "C", "H", "H", "H", "H", "H", "H", "H", "H", "H", "H", "H", "H", "H", "H", "H", "H", "O", "C", "O", "C", "P", "C", "C", "C", "C", "C", "C", "C", "C", "C", "C", "C", "C", "H", "H", "H", "H", "H", "H", "H", "H", "H", "H", "H", "H", "Se", "C", "N"], "coordinates": [[1.041, 0.934, 0.583], [2.387, -1.497, -1.849], [0.830, -1.393, -0.694], [-0.571, -2.074, -1.849], [1.155, -2.833, 0.565], [0.828, -4.150, 0.257], [1.095, -5.168, 1.161], [1.695, -4.879, 2.378], [2.024, -3.570, 2.693], [1.754, -2.542, 1.795], [2.204, -0.709, 2.228], [4.140, -0.710, 2.298], [1.680, -0.492, 4.076], [2.487, -2.506, -2.245], [3.277, -1.235, -1.278], [2.277, -0.781, -2.663], [-0.189, -2.900, -2.448], [-0.900, -1.275, -2.512], [-1.417, -2.399, -1.250], [0.362, -4.394, -0.690], [0.836, -6.188, 0.913], [1.904, -5.672, 3.083], [2.490, -3.354, 3.648], [4.483, -1.486, 2.979], [4.478, 0.265, 2.646], [4.540, -0.892, 1.303], [2.254, -1.158, 4.717], [0.618, -0.707, 4.175], [1.860, 0.544, 4.358], [-0.637, 3.411, 3.326], [-0.550, 2.658, 2.398], [0.573, 2.071, 2.014], [-1.785, 2.240, 1.590], [-1.281, 1.609, -0.035], [-2.600, 0.519, -0.614], [-2.940, -0.560, 0.204], [-3.934, -1.442, -0.182], [-4.581, -1.264, -1.400], [-4.239, -0.200, -2.220], [-3.253, 0.698, -1.829], [-1.077, 2.987, -1.169], [-0.465, 2.725, -2.398], [-0.220, 3.755, -3.287], [-0.567, 5.057, -2.945], [-1.156, 5.325, -1.720], [-1.415, 4.293, -0.828], [-2.519, 3.043, 1.560], [-2.255, 1.407, 2.119], [-2.426, -0.714, 1.148], [-4.204, -2.267, 0.463], [-5.356, -1.954, -1.705], [-4.748, -0.058, -3.164], [-3.004, 1.537, -2.465], [-0.166, 1.713, -2.653], [0.259, 3.548, -4.234], [-0.364, 5.866, -3.634], [-1.414, 6.340, -1.451], [-1.869, 4.521, 0.127], [3.561, 2.679, -3.055], [2.782, 2.059, -1.645], [2.226, 1.621, -0.693]], "e_homo_ev": [-11.06, -11.14], "orbital_gap_ev": [8.6, 6.6], "s_squared": 8.780, "total_charge": 1, "multiplicity": 6}

Record 9
{"formula": "C37H40F5MnNO2S5", "method": "ωB97M-V/def2-TZVPD", "elements": ["Mn", "C", "C", "C", "C", "C", "C", "C", "N", "C", "C", "C", "C", "C", "C", "O", "C", "C", "C", "C", "C", "C", "C", "C", "C", "O", "C", "C", "C", "C", "C", "C", "H", "H", "H", "H", "H", "H", "H", "H", "H", "H", "H", "H", "H", "H", "H", "H", "H", "H", "H", "H", "H", "H", "H", "H", "H", "H", "H", "H", "H", "H", "H", "H", "H", "H", "H", "H", "H", "H", "H", "H", "S", "C", "S", "C", "C", "S", "S", "S", "F", "C", "C", "C", "F", "C", "F", "C", "F", "C", "F"], "coordinates": [[11.690, 11.708, 11.386], [7.461, 13.166, 16.864], [8.396, 12.062, 17.229], [7.618, 10.815, 17.700], [9.294, 12.567, 18.352], [9.264, 11.715, 16.011], [9.297, 12.413, 14.820], [10.206, 11.995, 13.789], [10.438, 12.698, 12.627], [9.941, 13.851, 12.070], [8.974, 14.773, 12.617], [8.748, 15.935, 11.947], [9.479, 16.268, 10.788], [10.370, 15.380, 10.193], [10.576, 14.183, 10.849], [11.346, 13.209, 10.342], [11.019, 15.721, 8.828], [12.572, 15.836, 8.853], [10.661, 14.690, 7.783], [10.577, 17.091, 8.254], [7.740, 16.913, 12.456], [8.508, 18.152, 13.074], [6.863, 16.376, 13.635], [6.796, 17.422, 11.319], [11.124, 10.973, 13.993], [12.037, 10.867, 13.022], [11.052, 10.263, 15.254], [10.180, 10.647, 16.189], [12.057, 9.120, 15.589], [13.425, 9.741, 15.691], [12.225, 7.981, 14.558], [11.728, 8.356, 16.842], [6.770, 13.395, 17.718], [6.830, 13.023, 15.976], [7.997, 14.071, 16.554], [7.011, 11.108, 18.588], [8.180, 9.931, 18.099], [6.955, 10.512, 16.884], [8.741, 13.140, 19.160], [9.988, 13.239, 17.859], [9.802, 11.801, 18.878], [8.556, 13.176, 14.749], [8.396, 14.582, 13.549], [9.236, 17.141, 10.131], [13.023, 14.824, 8.887], [12.867, 16.322, 9.810], [12.846, 16.392, 7.970], [10.872, 13.646, 8.034], [11.223, 14.882, 6.843], [9.564, 14.677, 7.593], [10.866, 17.884, 8.988], [9.443, 17.257, 8.248], [11.034, 17.393, 7.332], [9.399, 17.740, 13.537], [7.927, 18.700, 13.829], [8.802, 18.905, 12.313], [7.456, 16.162, 14.537], [6.262, 15.520, 13.389], [6.253, 17.247, 13.948], [7.322, 18.086, 10.534], [6.102, 18.106, 11.739], [6.174, 16.688, 10.776], [9.948, 10.060, 17.013], [13.813, 10.093, 14.725], [14.139, 8.975, 16.083], [13.414, 10.473, 16.530], [12.699, 8.343, 13.655], [11.347, 7.413, 14.269], [12.899, 7.225, 14.951], [11.544, 9.002, 17.731], [12.627, 7.796, 16.944], [10.866, 7.746, 16.667], [18.484, 11.023, 8.119], [17.060, 11.187, 8.891], [15.566, 10.473, 8.327], [14.371, 11.093, 9.463], [14.950, 11.913, 10.518], [14.295, 12.756, 11.827], [16.676, 11.909, 10.420], [12.745, 10.690, 9.359], [11.493, 8.353, 11.786], [10.316, 8.760, 11.216], [10.171, 10.115, 10.842], [9.029, 10.266, 10.004], [8.791, 11.586, 9.567], [8.192, 9.225, 9.600], [7.202, 9.421, 8.674], [8.367, 7.928, 10.028], [7.697, 6.889, 9.646], [9.438, 7.736, 10.901], [9.693, 6.453, 11.269]], "e_homo_ev": [-4.49, -4.98], "orbital_gap_ev": [5.4, 5.4], "s_squared": 6.141, "total_charge": -1, "multiplicity": 5}